# 1
80
Properties=species:S:1:pos:R:3:forces:R:3:lowdin_charge:R:1 method="wB97M-V/def2-TZVPD" e_tot_ev=-1422240.9558 homo_energy_ev=-9.98 smiles=BrCCBr.BrCCBr.BrCCBr.BrCCBr.BrCCBr.BrCCBr.BrCCBr.BrCCBr.BrCCBr.BrCCBr de_lowest_ev=0.000
H -0.03992 -3.71866 4.03676 0.2 -0.2 -0.2 -0.043
H 2.33495 2.17024 0.07873 0.0 0.3 -0.4 0.008
H -4.53152 -5.74639 0.28571 -0.1 0.0 -0.1 0.062
C 4.06262 1.48047 -1.05647 0.2 -0.1 0.0 -0.687
C 0.22466 -5.48212 -1.46833 0.8 0.4 -0.4 -0.690
H -3.75807 2.16783 2.04639 0.1 0.1 -0.1 0.021
H -5.85430 1.11933 2.98086 0.0 0.0 -0.2 0.049
Br -5.12412 -3.56946 1.27220 0.0 0.0 0.1 0.627
H -3.10553 -4.73510 0.30756 0.0 0.3 0.3 0.037
H 2.97642 5.81733 -2.39023 0.2 0.1 -0.1 0.026
H 0.89412 2.94458 1.60144 -0.1 -0.3 0.0 -0.015
H -0.25221 5.47455 2.84698 -0.2 -0.1 -0.1 0.052
Br 3.98444 4.09014 -0.06263 -0.1 -0.1 0.2 0.665
C -4.90293 1.06242 3.49407 -0.3 0.0 0.2 -0.723
H -2.80419 1.14130 3.16396 0.2 -0.1 -0.2 0.020
C 0.45940 4.92717 2.23372 -0.4 0.1 0.5 -0.677
Br 1.08321 -3.84686 -0.81228 0.3 0.0 -0.3 0.652
H 1.01435 0.70644 -1.25368 0.1 0.0 -0.1 -0.033
Br -0.10206 -5.27796 2.11084 -0.1 -0.3 0.1 0.668
Br 0.34745 -8.22986 -2.05345 0.1 0.1 -0.1 0.612
H -3.75926 -5.05169 -2.01583 0.1 -0.1 0.2 0.055
H -0.58549 1.44277 -1.16263 -0.2 0.0 -0.3 -0.035
Br 2.07747 4.93711 3.32063 0.1 0.0 -0.1 0.601
H 0.62603 5.52087 1.34187 0.3 -0.3 -0.2 0.040
C 0.03684 3.48038 1.99201 0.9 1.1 -0.1 -0.725
H 5.13941 1.51992 -0.94568 0.1 -0.1 -0.1 0.055
C 1.03132 5.38052 -3.12520 -0.1 -0.4 -0.9 -0.672
Br -1.31446 3.44310 0.61307 -0.3 0.0 0.2 0.697
H 1.14725 0.63557 -5.56247 -0.5 0.0 0.0 -0.008
Br 1.95944 8.02189 -2.95492 0.0 0.1 0.0 0.653
H 0.56740 -2.91889 2.57495 0.0 0.0 -0.1 0.031
Br 3.53821 -0.39185 -0.89587 0.1 0.0 -0.2 0.671
H 1.29428 -0.60725 6.12054 -0.1 0.0 -0.1 0.052
Br 1.00517 3.54408 -2.46886 0.0 0.0 -0.1 0.703
C -4.35370 -4.40570 -1.37554 -0.2 0.3 -0.3 -0.671
C -4.16926 -4.74049 0.08148 0.3 -0.5 -0.4 -0.707
H 1.36770 2.42122 -5.55827 -0.1 -0.1 0.2 0.020
H 0.04286 -1.47589 -0.46088 0.1 0.0 -0.3 -0.053
H -4.86297 0.12752 4.04213 0.1 0.0 0.1 0.046
H 3.79218 1.87286 -2.02897 -0.2 -0.2 -0.2 0.040
H 1.97314 -6.36692 -2.44172 0.1 0.1 -0.1 0.056
H -0.18677 -5.19279 -2.42839 -0.3 -0.1 0.1 0.056
H 1.80213 -6.73730 -0.70669 0.1 0.0 0.0 0.048
Br 3.47637 1.17722 -5.98860 0.0 0.1 -0.1 0.590
C 1.96738 6.19961 -2.31032 0.1 0.0 0.6 -0.754
C 1.27741 -6.55626 -1.63917 -0.5 -0.2 0.6 -0.681
C -3.71805 1.23354 2.58820 -0.3 0.0 0.2 -0.716
H -0.30038 3.05303 2.92858 -0.3 -0.3 -0.2 0.054
Br -3.81347 -0.19860 1.28280 0.1 0.1 -0.1 0.647
C -0.05071 0.51648 -1.33378 0.2 0.0 0.5 -0.776
C 1.12789 1.62561 -7.53400 -0.1 0.0 0.5 -0.694
H -2.30399 -3.72005 3.18392 -0.4 0.0 -0.3 0.041
H 1.28128 0.70980 -8.08945 -0.1 0.0 -0.1 0.056
C -1.59658 -2.98186 2.83874 0.4 -0.1 0.2 -0.684
Br -0.35333 -0.11638 -3.12890 -0.2 -0.1 -0.2 0.677
C 2.10081 -0.63199 4.11701 0.0 -0.1 0.3 -0.725
C -0.21377 -3.55170 2.97942 -0.1 0.0 0.3 -0.750
C 1.53595 1.49244 -6.08763 0.7 0.1 -0.2 -0.709
C 2.10769 -1.05775 5.56024 -0.2 0.3 0.2 -0.702
H 3.02619 -0.77141 6.06132 0.2 -0.3 0.0 0.052
H -0.51152 -5.70532 -0.71407 -0.2 -0.3 0.0 -0.008
H -5.38054 -4.46282 -1.72210 -0.1 0.1 0.2 0.056
C 3.42110 2.22813 0.05960 -0.3 0.0 0.8 -0.726
H 1.62647 2.46126 -8.00377 0.2 0.0 -0.1 0.047
Br -1.70974 -1.54699 4.13892 -0.2 0.3 0.3 0.680
H -1.80208 -2.57172 1.85909 -0.3 0.0 -0.1 0.026
H 3.73202 1.83835 1.02736 0.2 0.2 0.0 0.043
Br -0.76716 2.08080 -7.56541 -0.1 -0.1 -0.1 0.619
C -0.46852 -0.53173 -0.34147 0.1 -0.2 0.1 -0.660
Br 1.85789 -2.97754 5.69273 0.3 0.0 0.2 0.697
H 2.86918 -1.14769 3.55136 0.2 0.2 -0.1 0.066
Br 0.07460 0.04333 1.44687 -0.1 0.1 -0.3 0.714
H 1.38214 5.33300 -4.15434 0.0 -0.1 0.0 0.056
H 1.13856 -0.79597 3.64863 0.0 0.0 0.1 -0.077
Br -3.74430 -2.60079 -1.78725 0.1 0.0 0.0 0.608
H 0.00065 5.70700 -3.17484 -0.1 0.2 0.4 0.059
Br -4.94087 2.50111 4.80342 0.1 0.0 0.1 0.620
Br 2.42222 1.29015 4.07896 0.0 -0.1 -0.2 0.649
H -1.53697 -0.71920 -0.33279 -0.1 0.2 0.1 -0.015
H 1.71051 6.20050 -1.25614 -0.1 0.2 0.0 0.036

# 2
70
Properties=species:S:1:pos:R:3:forces:R:3:lowdin_charge:R:1 method="wB97M-V/def2-TZVPD" e_tot_ev=-75260.8716 homo_energy_ev=-10.08 charge=+1
H -5.81045 4.08178 0.58979 0.0 -0.2 0.1 0.108
H 2.10785 0.88145 -1.20257 0.1 0.1 -0.1 0.111
H -5.99599 1.85709 -1.08689 0.0 0.0 0.0 0.119
C 2.38513 1.69173 0.77263 0.1 -0.1 0.0 -0.225
H 0.35701 4.31429 -0.31019 0.0 0.0 -0.1 0.121
H 1.02501 3.19857 -1.47442 0.0 -0.1 0.0 0.104
H 5.69373 -4.29668 2.13712 0.1 0.1 0.1 0.068
H -4.41688 1.58029 -0.38790 -0.1 -0.1 -0.1 0.050
N -2.61493 3.68525 -0.77980 0.3 -0.5 -0.2 -0.294
H -7.17701 -1.48075 1.75118 0.1 -0.1 0.0 0.117
C -0.39920 2.32501 -0.11854 0.4 -0.4 -0.1 -0.261
O -4.94379 -2.40524 0.03267 -0.2 -0.8 0.0 -0.041
C 6.56606 -1.33768 -0.61361 0.0 0.1 0.1 -0.206
H -2.39415 -2.32147 -1.96632 0.0 0.1 -0.1 0.111
H 6.75470 -5.28625 1.14771 0.0 0.0 0.0 0.070
H 3.53143 -0.75767 -2.28067 0.0 -0.1 0.0 0.105
C 5.55594 -0.70052 -1.59557 0.0 0.0 0.0 -0.199
C 4.08982 -1.08621 -1.39565 -0.1 0.2 -0.1 -0.228
H 5.85774 -0.93397 -2.61967 -0.1 0.0 0.0 0.104
O -3.35480 5.05227 1.15681 0.0 0.1 0.0 -0.303
H 7.35238 -4.60934 2.66310 0.0 0.0 0.0 0.068
H 7.49779 -2.39277 1.74835 0.0 0.0 -0.1 0.109
S -3.46252 3.74294 0.58436 -0.1 -0.2 -0.4 0.525
H 6.87031 -0.59227 0.12823 0.0 -0.1 0.0 0.110
H 2.62368 -1.03427 0.19923 0.0 0.0 0.0 0.113
H -4.23935 -2.27455 1.95744 0.0 0.0 0.0 0.138
C -5.20972 -2.40714 1.47791 0.0 0.2 0.2 -0.094
C 3.45143 -0.41836 -0.17143 0.0 -0.1 0.0 -0.220
H -6.52534 -0.38895 -0.19532 0.2 0.1 -0.1 0.119
C -6.03230 1.32824 0.98345 0.1 0.0 0.0 -0.189
C -5.12893 3.53168 -0.06591 0.0 0.2 0.2 -0.224
C 6.72661 -4.40478 1.79379 -0.1 -0.1 -0.1 -0.118
H 5.19403 -2.42245 0.68451 0.1 0.0 0.0 0.101
H -7.07715 1.63768 1.09282 0.0 -0.1 0.0 0.122
C 1.94904 3.12913 0.49927 0.1 0.0 -0.1 -0.200
O -3.22028 2.59999 1.44844 0.2 0.2 0.1 -0.333
H 1.55851 1.10309 1.18576 0.0 0.1 0.1 0.105
C 2.91677 0.98058 -0.46805 -0.1 -0.1 0.1 -0.220
H 3.16016 1.69598 1.54616 0.0 0.0 -0.1 0.116
H 5.61815 0.38813 -1.50143 0.1 0.0 -0.1 0.102
O -1.20832 2.79122 -2.56516 0.0 -0.4 -0.3 -0.319
C -5.38216 2.04255 -0.19502 -0.4 0.3 -0.2 -0.268
C -3.79706 -2.86873 -0.39611 -0.2 0.7 -0.3 -0.571
C 0.73424 3.29517 -0.42764 -0.1 0.2 0.1 -0.218
H -0.08262 1.28042 -0.19829 0.1 0.1 0.1 0.089
H 2.78908 3.63883 0.01450 0.0 0.1 0.1 0.112
C 6.11147 -2.59904 0.11325 0.0 -0.2 -0.2 -0.252
S -1.73663 2.44096 -1.27393 -0.5 1.5 0.8 0.522
O -3.09440 -3.70314 0.07144 0.4 -0.5 0.3 0.170
H 1.78131 3.65332 1.44353 -0.1 -0.1 0.0 0.113
C -3.40736 -2.05449 -1.64143 0.4 -0.2 0.0 -0.014
H 7.47658 -1.59109 -1.16543 0.0 0.1 0.0 0.109
H 3.97504 -2.17216 -1.35262 0.1 0.0 0.0 0.095
C 7.18739 -3.16282 1.03539 -0.1 0.0 0.0 -0.274
H 8.05638 -3.42240 0.42221 0.1 0.1 0.2 0.109
H 3.69704 1.59606 -0.93068 0.0 0.0 0.0 0.118
H -4.84427 -0.23661 0.28263 -0.1 0.0 0.2 0.098
H -5.61012 -3.36791 1.79733 -0.1 0.0 -0.2 0.133
H 5.86556 -3.37200 -0.62770 -0.1 0.0 0.0 0.119
H -5.52502 1.55055 1.92444 0.1 0.1 -0.1 0.117
C -6.12158 -1.20467 1.72664 0.2 0.1 0.1 -0.137
H -4.16835 -2.26397 -2.40442 -0.7 0.3 0.8 -0.078
Ca -4.03965 -2.88755 -4.22859 0.4 0.0 -0.6 1.738
H 4.17952 -0.36272 0.64624 0.0 0.0 0.0 0.110
O -2.47923 1.18289 -1.18821 0.0 -0.7 -0.3 -0.383
H -3.49533 -0.98246 -1.44218 0.3 0.2 -0.1 0.088
H -0.81127 2.48473 0.87838 -0.1 -0.1 -0.1 0.101
C -5.87008 -0.14270 0.64916 -0.3 -0.1 0.2 -0.213
H -5.87167 -0.83306 2.72383 0.0 0.1 -0.1 0.126
H -5.14897 4.01704 -1.03840 0.1 0.1 0.1 0.097

# 3
80
Properties=species:S:1:pos:R:3:forces:R:3:lowdin_charge:R:1 method="wB97M-V/def2-TZVPD" e_tot_ev=-271806.4511 homo_energy_ev=-8.96 de_lowest_ev=34.103
H 31.28490 -16.05566 5.48263 0.8 0.6 -0.7 -0.096
H 32.40127 -14.68061 -0.29212 -0.2 -0.1 -0.3 0.096
H 32.33886 -14.60583 2.95603 -0.6 0.2 1.0 0.056
C 26.86974 -20.04362 4.83650 1.5 0.9 0.8 -0.420
H 31.72362 -17.95533 2.08652 0.3 -2.2 -0.5 -0.076
H 28.13544 -17.92124 -0.02748 -0.4 -0.1 -0.5 0.025
H 28.33386 -20.92777 0.49471 -0.8 -0.7 -0.3 0.058
C 27.21303 -17.08189 -1.81979 0.4 0.3 -0.2 -0.594
C 29.17204 -18.05676 3.28717 0.7 1.3 -3.1 -0.568
H 26.46333 -19.17851 4.31256 -0.2 0.2 0.3 0.072
H 26.43325 -19.76297 6.91814 -0.1 0.7 0.0 0.051
C 27.94790 -21.01249 1.51057 -0.2 -0.6 -1.8 -0.828
H 33.23782 -14.83761 1.99697 1.1 0.3 -1.4 0.015
H 32.00390 -20.43137 1.03770 0.0 0.0 0.7 -0.028
H 27.05971 -16.56097 0.25363 0.0 0.2 0.0 0.089
C 29.63128 -17.55094 1.86016 -4.1 -2.3 4.9 -0.623
Cl 28.22663 -18.16024 6.48295 -4.6 -10.7 -1.3 0.744
C 27.32465 -19.73159 6.29162 -0.8 -1.0 -0.8 -0.440
H 33.12741 -16.27412 -0.67975 -0.3 -0.1 -0.1 0.060
H 30.37203 -19.31936 -1.91987 -0.6 -0.1 0.3 0.081
H 26.30329 -17.68227 -1.81658 0.1 0.1 0.1 0.077
H 26.14178 -19.79379 1.29552 0.5 0.5 0.2 0.060
Cl 29.28594 -15.95612 -0.28101 -7.4 2.2 -3.7 0.667
Cl 29.92227 -18.99793 0.87332 -2.8 -1.7 6.7 0.850
H 26.31691 -17.16077 5.42353 0.5 0.3 0.0 0.036
C 30.67247 -18.48150 -1.29070 1.4 1.6 -5.0 -0.688
H 32.83028 -15.06917 5.35507 -0.2 -0.3 0.3 0.076
C 26.44960 -16.41567 6.20795 -1.4 0.5 0.0 -0.625
H 30.02368 -18.23840 -0.44923 0.6 1.0 -3.9 -0.197
H 28.86022 -16.92543 1.41040 0.2 -0.8 0.9 0.004
Cl 28.30808 -22.60849 2.20668 0.3 -1.6 -1.6 0.579
Cl 30.82251 -20.49777 6.09635 0.4 -0.1 0.6 0.586
H 29.97152 -16.68503 -2.45937 0.2 -0.6 -0.3 0.028
H 30.52786 -16.93490 1.92897 -2.1 -1.8 2.9 -0.156
H 28.57342 -20.32681 2.08210 -0.5 -0.5 -2.6 -0.133
H 28.34213 -16.64852 7.19153 0.0 2.8 1.0 -0.040
Cl 33.04363 -21.39348 2.81863 0.3 0.2 0.5 0.575
C 32.05090 -20.11377 2.07935 0.0 -1.2 -0.5 -0.772
Cl 32.92929 -16.91352 3.14853 -1.1 10.2 9.3 0.796
H 33.74717 -16.47644 1.75954 1.3 2.6 -2.3 -0.200
H 29.88248 -17.38821 6.09543 1.9 -0.5 0.6 -0.143
H 25.77717 -15.59964 5.94328 0.2 0.2 0.3 0.080
C 32.51593 -18.68499 2.25369 -0.9 -6.1 -1.9 -0.979
H 30.93167 -15.58674 2.96741 0.0 -0.2 0.6 0.047
H 26.15713 -20.72463 2.77490 -0.1 -0.6 -0.6 0.019
H 32.83042 -18.48981 3.27893 0.0 -3.7 -0.5 -0.068
Cl 35.21308 -14.97416 0.66468 0.0 0.1 -0.2 0.590
Cl 25.72933 -17.22223 7.66992 -0.2 0.8 -0.1 0.588
C 27.86737 -15.95175 6.50072 -0.1 3.2 -0.6 -0.618
Cl 25.45447 -21.81671 0.72837 -0.2 -0.6 0.2 0.570
H 27.94853 -14.89710 6.76381 -0.3 -0.1 0.3 0.092
Cl 28.87883 -16.03674 4.99625 -1.4 4.0 1.6 0.748
H 27.87553 -20.59773 6.65829 0.7 0.4 -0.1 0.065
Cl 28.25270 -20.52024 3.74751 -1.6 -1.7 8.8 0.683
C 26.45678 -20.74386 1.72707 0.1 0.8 -1.4 -0.680
H 27.91444 -17.51129 -2.53516 0.0 -0.1 0.2 0.058
Cl 26.79639 -15.46382 -2.50565 0.0 -0.4 0.3 0.540
Cl 32.20856 -19.00453 -0.52333 -1.0 0.2 -4.2 0.650
H 28.50631 -18.91540 3.19978 0.8 1.7 -0.3 -0.087
Cl 30.88826 -13.79389 5.44657 0.0 1.1 0.0 0.584
C 31.88308 -15.44577 3.48031 0.7 0.9 1.3 -0.437
H 28.68012 -17.30155 3.90018 0.0 -1.4 -1.9 -0.119
C 32.62179 -15.68043 0.08182 2.5 1.2 0.4 -0.500
H 31.57384 -16.59120 -1.72211 -0.7 0.1 0.0 -0.015
H 32.27222 -18.94651 7.06169 0.3 -0.1 -0.3 0.077
C 27.81656 -16.95705 -0.42341 -1.5 0.5 -1.0 -0.556
C 30.52620 -17.88532 6.82111 1.9 0.4 1.1 -0.875
H 29.97925 -18.40339 7.60887 0.8 0.6 0.1 0.043
H 31.03395 -20.16478 2.46832 0.7 -0.5 0.4 -0.008
H 26.13032 -20.84295 4.78717 0.2 -0.1 0.2 0.092
Cl 33.83336 -18.21119 1.20547 3.2 -3.1 0.1 0.700
C 31.52726 -18.83462 6.27391 1.2 -1.6 2.3 -0.731
Cl 31.79456 -17.61002 -3.65995 0.3 -0.5 -1.3 0.592
Cl 31.16541 -16.43265 0.68071 11.0 3.2 -1.9 0.664
C 33.62511 -15.52391 1.24391 0.1 1.5 -1.4 -0.828
Cl 30.64249 -18.44220 4.20647 -4.6 0.5 -4.1 0.791
Cl 31.42346 -16.54364 7.49839 0.8 0.6 2.4 0.712
C 30.86973 -17.25556 -2.22308 1.2 -0.3 1.0 -0.742
H 31.91587 -18.51944 5.30554 1.9 -0.3 1.9 -0.051
C 31.80622 -15.22098 5.01397 0.3 -0.6 -2.1 -0.746

# 4
71
Properties=species:S:1:pos:R:3:forces:R:3:lowdin_charge:R:1 method="wB97M-V/def2-TZVPD" e_tot_ev=-70970.9364 homo_energy_ev=-11.13 charge=+1
C -0.13510 0.61511 5.05958 -0.5 -2.9 -4.1 0.157
H -0.53621 0.81520 -3.43306 0.0 0.0 0.0 0.026
H -0.01241 -3.61198 4.71533 -2.2 0.2 0.2 0.104
H 0.19843 -6.55335 4.02473 -0.8 1.0 2.1 0.133
H -2.47559 -0.68998 3.16203 2.3 -0.7 0.3 0.126
H -2.80629 1.03018 -4.44264 -0.1 0.0 0.0 0.109
O -0.40467 1.58242 -7.79929 1.0 -1.0 0.6 -0.283
Cl 0.72736 -0.55129 -1.30579 0.3 -1.0 3.3 0.556
C -1.12181 1.72781 -3.27794 0.1 0.0 0.2 -0.109
P -0.72938 0.87072 -6.32740 -2.6 7.7 -5.0 0.770
H -2.77793 2.77300 -4.15399 0.1 -0.1 -0.2 0.123
H -2.48651 0.16188 5.52934 2.3 -0.6 -1.3 0.150
C -2.15139 1.90416 -4.37855 -0.2 0.2 0.3 -0.298
C -0.33071 -6.21397 5.03349 -1.2 -0.1 -1.1 -0.246
C -0.88706 1.04664 -9.02290 -0.3 -0.1 -0.5 -0.291
C 0.96772 3.88078 -6.64816 -0.6 0.0 0.1 -0.069
H -0.00669 3.87650 -7.14574 0.2 -0.1 0.0 0.070
C -2.04134 -2.78268 3.77951 0.4 0.6 0.9 -0.160
H -1.46074 -3.25605 5.93679 0.8 -0.9 -2.0 0.114
C 2.10687 -2.02273 0.92715 0.0 0.5 -0.5 -0.112
H -2.45719 -5.47049 5.51791 1.8 0.4 -1.9 0.134
C -1.62703 -5.23939 4.69800 0.4 0.7 0.8 -0.174
H -0.41788 2.56509 -3.26473 -0.1 -0.1 0.0 0.085
H 3.92187 2.22895 2.95627 0.6 -0.6 1.6 0.119
H 2.84926 1.15279 5.49066 -0.2 1.0 -2.0 0.164
H -2.58356 1.30095 -10.34142 0.1 0.1 0.1 0.080
H 0.41791 -5.64611 5.73132 -1.5 -1.4 -1.1 0.126
H -1.98829 2.80741 -9.60738 0.0 -0.2 -0.1 0.079
H 2.70238 4.97646 5.23279 1.0 -1.1 -1.1 0.089
H 1.36514 3.24547 5.40061 0.8 -0.4 -2.1 0.106
C 1.90035 0.63295 3.39741 2.3 0.1 1.2 -0.083
H -3.17970 -2.79395 4.13790 2.5 0.0 -0.9 0.147
C 0.83752 -1.05870 0.51153 -2.4 1.2 2.4 -0.534
C 2.09049 3.16507 4.47266 -0.1 -1.0 0.8 -0.230
O -2.01068 0.18862 -6.86614 2.5 -3.0 2.8 -0.231
C -1.17721 -3.65140 4.86848 -0.9 -0.6 -0.7 -0.213
N 3.19532 4.19189 4.70952 -1.2 -0.2 1.6 -0.042
O -1.53572 2.14095 -5.63364 -0.2 -0.6 1.0 -0.234
C 1.54380 2.48494 -6.48868 1.0 0.1 -0.7 -0.294
H -1.00429 -0.04138 -8.96589 -0.1 0.3 0.1 0.108
H 2.58915 -0.33779 3.30900 -1.6 2.1 0.2 0.155
C -0.07679 -0.95343 3.09573 -2.2 -0.3 -0.6 -0.179
H 1.52941 3.32663 3.43609 1.1 0.0 2.3 0.141
H 1.80369 2.02632 -7.44779 -0.2 0.2 0.1 0.114
O -0.87190 -7.42903 5.66923 0.0 0.3 -2.3 -0.148
H 1.64379 4.50918 -7.23451 0.1 -0.1 0.1 0.083
H -1.23036 -1.08239 5.98337 -0.3 1.4 -1.5 0.122
C -0.19817 -0.53963 1.48351 3.9 -1.9 -2.7 -0.503
H 1.86566 1.13162 2.33944 -0.5 -1.0 2.0 0.156
C 2.72019 1.64649 4.43562 0.5 0.4 -1.2 -0.290
C -1.57692 -1.20392 3.70888 -0.8 1.3 0.6 -0.244
H -2.93402 1.68945 -8.64330 0.1 -0.2 -0.1 0.074
O 4.08993 1.77216 3.83658 -2.7 0.0 -0.5 -0.095
H -0.12305 1.23689 -9.78298 0.1 0.1 0.2 0.118
H -2.06338 -5.39739 3.60992 0.9 0.2 2.3 0.119
H 0.81415 4.34594 -5.66911 0.1 0.0 -0.1 0.078
C -2.17362 1.74310 -9.42820 -0.2 0.1 0.0 -0.071
H 2.48577 2.56751 -5.93490 -0.2 -0.2 0.2 0.117
H 2.42694 -2.66194 0.00056 -0.8 1.3 1.8 0.094
O 0.70229 1.63286 -5.72544 -0.8 -3.2 1.0 -0.259
H 3.04740 -1.36135 1.23447 -2.1 -1.3 -0.7 0.099
H 3.89007 3.83165 5.42970 -1.2 0.3 -1.3 0.094
Cl -1.52715 0.57810 0.79415 2.0 -1.8 1.6 0.555
H 0.15933 1.46868 5.80391 -0.2 -1.8 -1.8 0.161
H -1.60868 1.65742 -2.29818 0.1 0.0 -0.1 0.057
H 0.54765 -1.92025 3.35786 -1.1 2.0 -1.2 0.155
H -1.35184 -7.92275 4.91422 1.2 1.1 1.9 0.124
H 1.84206 -2.75244 1.80308 0.4 1.5 -1.7 0.082
H -1.97520 -3.22295 2.68522 -0.1 0.9 2.3 0.136
C -1.49069 -0.32799 5.10937 0.8 -0.9 2.0 -0.072
N 0.56529 0.16682 3.93484 -1.6 2.0 2.3 -0.046

What did we get for orbital gap? Answer: 10.167; 1.956; 8.695; 6.459 eV, in the order shown.